Entry 1:
DFT (wB97M-V/def2-TZVPD) results for 2 unconnected molecules or ions with the total composition CH2Cl3OPS2 in a non-equilibrium geometry.

Each line ends with the natural charge from an NBO analysis.
Geometry (Å):
C (-0.77418, 1.08819, 0.56312)  -0.46
O (0.14812, -1.56721, 0.73199)  -1.00
P (0.42886, -0.18909, -0.15395)  1.08
S (2.96555, -1.41982, -0.72760)  -0.14
S (-0.61622, -0.47155, -1.96115)  -0.21
Cl (-0.36255, 2.51157, -0.40391)  0.04
Cl (-0.29349, 1.51882, 2.29152)  -0.01
Cl (-2.51767, 0.83101, 0.42607)  0.06
H (0.53110, -1.48042, 1.62579)  0.51
H (0.49048, -0.82149, -2.39188)  0.13

The calculated total energy comes out at -71640.982 eV. The value obtained for the relative energy (zero: lowest compared OMol25 entry of this formula, charge and spin) is 367.4 kJ/mol. The calculation puts the HOMO energy (alpha / beta) at -9.4 / -9.7 eV. The value obtained for the largest force on an atom is 3.71 eV Å⁻¹.



Entry 2:
DFT (wB97M-V/def2-TZVPD) results for 2 unconnected molecules or ions with the total composition C2H5NOS in a non-equilibrium geometry.

Each line ends with the natural charge from an NBO analysis.
Geometry (Å):
C (0.41294, 0.43121, 0.24877)  -0.18
C (1.39989, 0.37257, -0.73380)  -0.76
N (-1.62430, -1.57207, -0.31909)  -0.70
O (-1.47070, 1.09195, 1.88815)  -0.90
S (-0.09635, 1.34034, 1.52427)  1.13
H (2.14233, -0.38567, -0.38490)  0.25
H (1.05039, 0.10972, -1.63864)  0.27
H (1.85919, 1.26816, -0.90420)  0.24
H (-1.16663, -1.55125, 0.57216)  0.33
H (-2.50675, -1.10497, -0.25272)  0.32

The calculated total energy comes out at -16520.781 eV. The value obtained for the relative energy (zero: lowest compared OMol25 entry of this formula, charge and spin) is 733.3 kJ/mol. The calculation puts the HOMO energy at -8.7 eV. The value obtained for the largest force on an atom is 4.83 eV Å⁻¹.



Entry 3:
DFT (wB97M-V/def2-TZVPD) results for a molecular structure, C23H38N4O5PW.

Each line ends with the Löwdin charge.
Geometry (Å):
W (-0.37820, -1.45891, 0.24040)  1.78
O (-3.12605, -5.49023, -0.37923)  0.46
C (-2.79068, -4.93743, 0.52349)  0.10
O (0.01740, -2.73385, -0.78797)  -0.33
C (-2.32693, -4.42152, 1.80779)  -0.06
C (-0.76234, -4.23988, 1.95846)  -0.15
C (-0.45163, -4.50208, 3.42061)  -0.05
C (-1.22612, -3.34806, 4.11586)  -0.04
C (-1.65659, -2.46263, 2.94970)  -0.17
O (-0.61814, -2.76654, 1.91522)  -0.24
C (-2.85443, -2.99523, 2.16997)  -0.05
C (-3.05355, -2.25892, 0.83594)  -0.49
O (-3.75090, -2.72620, -0.01336)  0.19
O (-2.28351, -1.16775, 0.66251)  -0.20
H (-2.67393, -5.18973, 2.51015)  0.20
H (-0.13169, -4.68879, 1.19676)  0.18
H (-0.76324, -5.49605, 3.73699)  0.15
H (0.62111, -4.41879, 3.58093)  0.15
H (-2.09480, -3.69136, 4.67773)  0.15
H (-0.58793, -2.80041, 4.80385)  0.14
H (-1.67804, -1.39266, 3.13354)  0.17
H (-3.79070, -3.02835, 2.72743)  0.20
N (1.05532, -0.41690, 0.50139)  -0.26
P (0.83407, 1.01649, -0.28060)  0.67
N (-0.53237, 0.28799, -1.17375)  -0.25
C (-1.83340, 1.08657, -1.29613)  -0.15
C (-2.14047, 1.46677, -2.73436)  -0.16
C (-2.33645, 0.22399, -3.60533)  -0.15
C (-1.31633, -0.86471, -3.22626)  -0.15
C (-0.11102, -0.24362, -2.55080)  -0.19
N (2.05765, 1.38615, -1.22698)  -0.20
C (1.95416, 2.45138, -2.26680)  -0.16
C (2.64005, 2.01733, -3.55388)  -0.16
C (4.07841, 1.58534, -3.28488)  -0.17
C (4.11979, 0.47821, -2.23660)  -0.16
C (3.45104, 0.92094, -0.94781)  -0.15
N (0.30422, 2.21023, 0.64459)  -0.20
C (-0.76380, 2.00931, 1.64801)  -0.19
C (-0.18664, 1.99662, 3.05645)  -0.18
C (0.59518, 3.28056, 3.32571)  -0.17
C (1.66917, 3.49168, 2.26373)  -0.16
C (1.07447, 3.47201, 0.86538)  -0.14
H (-1.73756, 1.97005, -0.67145)  0.10
H (-2.63622, 0.46982, -0.89938)  0.11
H (-1.35562, 2.11489, -3.13126)  0.11
H (-3.04417, 2.07655, -2.71902)  0.14
H (-2.22833, 0.49340, -4.65484)  0.13
H (-3.34991, -0.15840, -3.48618)  0.12
H (-0.97297, -1.41323, -4.10309)  0.14
H (-1.76597, -1.61374, -2.56364)  0.10
H (0.25898, 0.60045, -3.12640)  0.10
H (0.71459, -0.93801, -2.41071)  0.11
H (2.44033, 3.35076, -1.88023)  0.13
H (0.89903, 2.69517, -2.42158)  0.11
H (2.60907, 2.85564, -4.25081)  0.13
H (2.09092, 1.19480, -4.02038)  0.11
H (4.66093, 2.44363, -2.93697)  0.13
H (4.54434, 1.24753, -4.20913)  0.13
H (5.14911, 0.20079, -2.00733)  0.13
H (3.62225, -0.42074, -2.61418)  0.12
H (3.99071, 1.75955, -0.49905)  0.14
H (3.40824, 0.11442, -0.21716)  0.11
H (-1.31438, 1.08905, 1.42330)  0.08
H (-1.48326, 2.82480, 1.53222)  0.14
H (0.47568, 1.12963, 3.16829)  0.11
H (-1.00445, 1.88940, 3.77162)  0.12
H (1.04459, 3.24504, 4.31689)  0.13
H (-0.09469, 4.12945, 3.32518)  0.13
H (2.43551, 2.71310, 2.34006)  0.12
H (2.17193, 4.44793, 2.41126)  0.13
H (1.84606, 3.55092, 0.10621)  0.10
H (0.37312, 4.29639, 0.71994)  0.14

The calculated total energy comes out at -51755.270 eV. As for the charge: +3. The value obtained for the relative energy (zero: lowest compared OMol25 entry of this formula, charge and spin) is 0.0 kJ/mol. The calculation puts the HOMO energy at -18.0 eV. The value obtained for the largest force on an atom is 0.32 eV Å⁻¹.



Entry 4:
DFT (wB97M-V/def2-TZVPD) results for a molecular structure, C3H2IrO2 in a non-equilibrium geometry.

Each line ends with the Löwdin spin population.
Geometry (Å):
O (1.37755, -0.03738, -0.60184)  0.22
C (-1.31216, 1.88779, 0.90935)  0.69
C (0.30554, -0.61932, -0.56772)  0.05
O (-0.79356, 0.10378, -0.55845)  0.05
C (-1.20841, 0.59908, 0.64596)  0.25
Ir (3.13880, -0.19287, -0.63833)  2.73
H (0.20305, -1.71551, -0.59398)  0.01
H (-1.71081, -0.02558, 1.40501)  0.01

The calculated total energy comes out at -10026.033 eV. As for the charge: +3. As for the expectation value of S²: 6.01. As for the spin multiplicity: 5. The value obtained for the relative energy (zero: lowest compared OMol25 entry of this formula, charge and spin) is 484.8 kJ/mol. The calculation puts the HOMO energy (alpha / beta) at -26.8 / -26.4 eV. The value obtained for the largest force on an atom is 7.16 eV Å⁻¹.



Entry 5:
DFT (wB97M-V/def2-TZVPD) results for 2 unconnected molecules or ions with the total composition C5H10N3O2 in a non-equilibrium geometry.

Each line ends with the natural charge from an NBO analysis.
Geometry (Å):
C (4.23565, -1.34719, -1.05924)  0.09
C (-0.87800, -0.25020, 1.26898)  0.51
C (2.70655, -1.21280, 0.94032)  0.58
C (-2.64626, 0.94844, 0.37284)  -0.45
C (-0.44303, 0.89465, -1.01688)  -0.41
N (3.37159, -1.14222, -0.10205)  -0.38
N (2.08076, -0.95522, 1.88984)  0.08
N (-1.21622, 0.47155, 0.23670)  -0.37
O (1.72133, -1.77855, 2.87042)  -0.47
O (0.38461, -0.27833, 1.22171)  -0.69
H (4.62326, -2.28632, -1.14146)  0.21
H (4.46386, -0.39654, -1.79206)  0.25
H (-1.76847, -0.78881, 1.74594)  0.19
H (-3.31264, 0.22671, 0.97359)  0.23
H (-2.57308, 2.00814, 0.70662)  0.23
H (-3.03542, 0.74629, -0.69428)  0.21
H (-0.78011, 1.95712, -1.21255)  0.24
H (0.58809, 0.60972, -0.84720)  0.24
H (-0.96477, 0.21991, -1.73960)  0.22
H (2.19513, -1.47061, 3.68659)  0.51

The calculated total energy comes out at -13897.549 eV. As for the charge: +1. The value obtained for the relative energy (zero: lowest compared OMol25 entry of this formula, charge and spin) is 830.6 kJ/mol. The calculation puts the HOMO energy (alpha / beta) at -12.4 / -12.4 eV. The value obtained for the largest force on an atom is 6.05 eV Å⁻¹.



Entry 6:
DFT (wB97M-V/def2-TZVPD) results for 2 unconnected molecules or ions with the total composition C6H6N2O3S in a non-equilibrium geometry.

Each line ends with the natural charge from an NBO analysis.
Geometry (Å):
C (-1.57485, -0.53882, 0.90048)  -0.23
C (-0.99009, -1.33892, -0.06769)  -0.19
C (-0.75503, 0.26302, 1.62295)  -0.21
C (0.39611, -1.32120, -0.17788)  -0.26
C (0.62018, 0.37014, 1.45614)  -0.25
C (1.25306, -0.40716, 0.45749)  0.28
N (0.24469, 3.31817, 0.74657)  -0.97
N (3.44784, -1.21296, -0.15734)  0.38
O (2.54922, -0.22768, 0.26244)  -0.38
O (4.51443, -0.77885, -0.51436)  -0.25
O (1.36945, 2.22860, -1.32843)  -0.86
S (1.46158, 3.10939, -0.13285)  1.44
H (-2.63199, -0.49434, 1.14160)  0.22
H (-1.39351, -2.16586, -0.57582)  0.22
H (-1.14814, 1.01998, 2.32835)  0.21
H (0.77563, -2.03511, -0.93940)  0.22
H (1.08117, 1.01005, 2.08975)  0.22
H (-0.65030, 2.86219, 0.51593)  0.40

The calculated total energy comes out at -26272.469 eV. The value obtained for the relative energy (zero: lowest compared OMol25 entry of this formula, charge and spin) is 467.2 kJ/mol. The calculation puts the HOMO energy at -9.3 eV. The value obtained for the largest force on an atom is 4.01 eV Å⁻¹.